Molecular formula: C63H79CoGeN3O12P2
Method: DFT, the ωB97M-V functional and the def2-TZVPD basis

Last column: Löwdin spin population.
Cartesian coordinates (Å):
Co: 0.30 0.46 -0.01  1.0477
C: -5.36 0.76 -4.32  0.0000
C: -4.25 -0.10 -3.72  0.0000
C: -4.30 -1.51 -4.32  0.0000
O: -3.00 0.52 -3.96  0.0000
C: -2.23 0.52 -2.75  0.0004
C: -3.13 -0.14 -1.70  0.0000
O: -4.42 -0.17 -2.34  0.0000
C: -3.21 0.53 -0.28  0.0003
O: -2.07 0.32 0.41  0.0004
C: -4.44 -0.22 0.37  0.0000
C: -4.18 -1.27 1.24  0.0000
C: -5.21 -1.99 1.82  0.0000
C: -6.53 -1.68 1.54  0.0000
C: -6.80 -0.62 0.68  0.0000
C: -5.77 0.10 0.10  0.0000
C: -3.71 2.00 -0.31  0.0000
C: -3.93 2.58 0.95  0.0000
C: -4.44 3.85 1.08  0.0000
C: -4.74 4.61 -0.05  0.0000
C: -4.53 4.05 -1.30  0.0000
C: -4.04 2.75 -1.43  0.0000
C: -0.84 -0.17 -2.90  -0.0005
O: -0.28 -0.34 -1.67  -0.0266
C: -0.99 -1.55 -3.58  -0.0019
C: -0.80 -2.69 -2.80  -0.0004
C: -0.86 -3.95 -3.38  0.0000
C: -1.11 -4.09 -4.74  0.0000
C: -1.30 -2.95 -5.52  -0.0001
C: -1.24 -1.69 -4.94  -0.0004
C: 0.06 0.65 -3.86  0.0001
C: -0.36 1.78 -4.56  0.0005
C: 0.51 2.45 -5.42  -0.0002
C: 1.81 2.00 -5.59  0.0004
C: 2.23 0.86 -4.92  -0.0005
C: 1.36 0.18 -4.08  -0.0002
H: -5.22 0.84 -5.40  0.0000
H: -5.33 1.75 -3.87  0.0000
H: -6.33 0.31 -4.10  0.0000
H: -4.10 -1.47 -5.39  0.0000
H: -5.30 -1.93 -4.15  0.0000
H: -3.56 -2.15 -3.85  0.0000
H: -2.02 1.55 -2.45  0.0000
H: -2.77 -1.16 -1.52  0.0000
H: -3.14 -1.47 1.44  0.0000
H: -4.98 -2.80 2.50  0.0000
H: -7.34 -2.24 1.99  0.0000
H: -7.83 -0.36 0.46  0.0000
H: -6.01 0.92 -0.56  0.0000
H: -3.68 1.99 1.82  0.0000
H: -4.60 4.27 2.06  0.0000
H: -5.11 5.62 0.04  0.0000
H: -4.77 4.62 -2.19  0.0000
H: -3.95 2.33 -2.42  0.0000
H: -0.56 -2.54 -1.75  -0.0001
H: -0.71 -4.83 -2.77  0.0000
H: -1.15 -5.07 -5.19  0.0000
H: -1.50 -3.05 -6.58  0.0000
H: -1.38 -0.81 -5.55  0.0000
H: -1.38 2.13 -4.47  0.0000
H: 0.16 3.32 -5.96  0.0000
H: 2.49 2.54 -6.24  0.0000
H: 3.24 0.48 -5.07  -0.0001
H: 1.68 -0.72 -3.58  -0.0004
C: -2.78 -1.28 3.23  0.0000
C: -1.70 -1.37 4.30  0.0000
C: -2.23 -2.08 5.54  0.0000
O: -0.54 -2.07 3.85  -0.0002
P: 0.70 -1.12 3.07  0.0007
O: -0.14 -0.37 2.11  0.0050
C: 1.62 -2.74 2.87  0.0001
P: 1.35 -3.37 1.22  0.0008
O: 1.03 -2.45 0.13  0.0077
O: 0.28 -4.55 1.47  0.0002
C: -0.25 -5.20 0.29  0.0000
C: -0.65 -6.61 0.71  0.0000
C: -1.42 -4.42 -0.28  0.0000
O: 2.68 -4.17 0.76  0.0002
C: 3.44 -5.22 1.35  0.0001
C: 2.82 -5.85 2.59  0.0000
C: 4.84 -4.71 1.64  0.0000
O: 1.13 -0.37 4.47  0.0002
C: 1.24 -0.99 5.74  0.0000
C: 2.66 -1.50 6.01  0.0000
C: 0.83 0.03 6.79  0.0000
H: -3.57 -0.60 3.55  0.0000
H: -3.21 -2.26 3.04  0.0000
H: -2.33 -0.89 2.31  0.0000
H: -1.41 -0.35 4.58  0.0000
H: -2.49 -3.11 5.28  0.0000
H: -3.12 -1.57 5.92  0.0000
H: -1.48 -2.11 6.33  0.0000
H: 1.26 -3.44 3.61  0.0000
H: 2.68 -2.53 2.95  0.0000
H: 0.55 -5.26 -0.46  0.0000
H: -1.27 -6.54 1.61  0.0000
H: 0.22 -7.23 0.92  0.0000
H: -1.24 -7.07 -0.09  0.0000
H: -2.26 -4.45 0.41  0.0000
H: -1.72 -4.85 -1.24  0.0000
H: -1.12 -3.38 -0.43  0.0000
H: 3.51 -6.00 0.57  0.0000
H: 2.80 -5.13 3.41  0.0000
H: 3.42 -6.71 2.89  0.0000
H: 1.80 -6.17 2.40  0.0000
H: 4.82 -3.99 2.46  0.0000
H: 5.26 -4.23 0.76  0.0000
H: 5.49 -5.55 1.93  0.0000
H: 0.56 -1.85 5.78  0.0000
H: 3.32 -0.67 6.25  0.0000
H: 3.05 -2.01 5.13  0.0000
H: 2.66 -2.19 6.85  0.0000
H: 1.48 0.90 6.70  0.0000
H: 0.93 -0.40 7.79  0.0000
H: -0.20 0.35 6.64  0.0000
N: -0.58 4.61 -1.04  0.0002
C: -0.33 3.30 -1.33  0.0012
N: -0.44 2.53 -0.30  0.0210
C: -0.73 3.35 0.77  0.0025
C: -0.87 3.06 2.12  0.0000
C: -1.09 4.12 2.98  -0.0001
C: -1.19 5.44 2.52  0.0000
C: -1.04 5.74 1.17  0.0003
C: -0.81 4.68 0.31  0.0011
H: -0.44 5.38 -1.66  0.0002
H: -0.05 2.98 -2.32  -0.0001
H: -0.78 2.03 2.46  -0.0001
H: -1.18 3.93 4.04  0.0000
H: -1.36 6.24 3.23  0.0000
H: -1.09 6.76 0.82  0.0001
O: 1.98 3.73 0.29  0.0004
C: 2.11 2.87 1.18  0.0013
N: 1.69 1.54 1.14  0.0064
C: 2.31 0.88 2.16  -0.0010
O: 2.28 -0.44 2.32  0.0002
C: 3.01 1.78 3.01  0.0004
C: 3.77 1.64 4.17  -0.0003
C: 4.32 2.77 4.74  0.0001
C: 4.15 4.05 4.16  -0.0006
C: 3.44 4.19 2.98  0.0002
C: 2.87 3.06 2.41  0.0001
H: 3.94 0.67 4.61  0.0000
H: 4.91 2.69 5.65  0.0000
H: 4.60 4.91 4.64  0.0000
H: 3.33 5.15 2.50  0.0000
C: 4.97 1.76 -0.13  0.0004
Ge: 4.00 0.07 -0.49  -0.0035
C: 4.78 -0.47 -2.28  -0.0038
C: 4.81 -1.33 0.67  0.0009
C: 2.09 0.07 -0.94  -0.0560
H: 5.90 1.79 -0.70  0.0001
H: 5.21 1.87 0.93  0.0000
H: 4.36 2.62 -0.42  0.0000
H: 5.86 -0.63 -2.22  -0.0006
H: 4.60 0.30 -3.03  -0.0001
H: 4.33 -1.39 -2.64  -0.0001
H: 5.85 -1.49 0.38  0.0001
H: 4.25 -2.25 0.53  0.0000
H: 4.77 -1.04 1.72  0.0000
H: 1.89 -0.95 -1.27  0.0004
H: 2.04 0.74 -1.79  -0.0046

The energy above the lowest of the compared OMol25 structures with the same formula, charge and spin comes out at 20.9 kcal per mole. The spin multiplicity is 2. As for the net charge: -2. For the frontier orbital gap (alpha / beta), the calculation gives 4.977 / 4.693 eV. The LUMO energy (alpha / beta) comes out at 0.131 / 0.130 hartree. The total energy is -208377.677 eV.